(w)
Below is a cluster of 2 separate species, C4H13NOS in total, with properties calculated with ωB97M-V/def2-TZVPD.

Properties
SMILES: CSCCCN.O
Multiplicity: 1
E_HOMO (eV): -8.60
LUMO energy (eV): 0.72
Frontier orbital gap (eV): 9.32

Last columns: bonded neighbours and bond lengths (Å).
Element x y z (Å)
1 C 0.000 0.000 0.000  S2 1.810, H7 1.103, H8 1.103, H9 1.103
2 S -1.433 -0.099 1.101  C1 1.810, C3 1.774
3 C -0.908 1.013 2.380  S2 1.774, C4 1.552, H10 1.107, H11 1.107
4 C -0.915 2.487 1.896  C3 1.552, C5 1.518, H12 1.107, H13 1.107
5 C -0.851 3.434 3.080  C4 1.518, N6 1.443, H14 1.107, H15 1.107
6 N -0.792 4.810 2.650  C5 1.443, H16 1.026, H17 1.026
7 H 0.599 0.903 0.207  C1 1.103
8 H -0.335 0.033 -1.050  C1 1.103
9 H 0.642 -0.887 0.136  C1 1.103
10 H -1.648 0.900 3.195  C3 1.107
11 H 0.091 0.782 2.798  C3 1.107
12 H -0.143 2.705 1.133  C4 1.107
13 H -1.905 2.600 1.414  C4 1.107
14 H 0.161 3.271 3.500  C5 1.107
15 H -1.585 3.218 3.880  C5 1.107
16 H -1.672 4.877 2.128  N6 1.026
17 H -0.044 5.000 1.974  N6 1.026
18 O -1.968 -3.854 3.724  H19 0.984, H20 0.984
19 H -2.290 -3.066 3.231  O18 0.984
20 H -1.052 -3.996 3.394  O18 0.984

Atomic partial charges in e from the Löwdin method, atoms 1 to 4: -0.410 0.785 -0.562 -0.294


(x)
Below is a cluster of 2 separate species, C4H13NOS in total, with properties calculated with ωB97M-V/def2-TZVPD.

Properties
SMILES: C[C@@H](N)CCS.O
Multiplicity: 1
E_HOMO (eV): -8.76
LUMO energy (eV): 0.74
Frontier orbital gap (eV): 9.50

Last columns: bonded neighbours and bond lengths (Å).
Element x y z (Å)
1 C 0.180 -0.998 -2.991  C2 1.532, H7 1.088, H8 1.101, H9 1.094
2 C -0.202 -0.421 -1.624  C1 1.532, N3 1.488, C4 1.518, H10 1.102
3 N -1.118 -1.298 -0.845  C2 1.488, H11 1.012, H12 1.018
4 C 0.897 0.057 -0.693  C2 1.518, C5 1.506, H13 1.103, H14 1.089
5 C 0.410 0.779 0.536  C4 1.506, S6 1.833, H15 1.078, H16 1.086
6 S -0.275 2.419 0.086  C5 1.833, H17 1.337
7 H 0.969 -1.742 -2.900  C1 1.088
8 H 0.510 -0.216 -3.692  C1 1.101
9 H -0.713 -1.480 -3.398  C1 1.094
10 H -0.880 0.423 -1.829  C2 1.102
11 H -1.817 -1.677 -1.471  N3 1.012
12 H -0.620 -2.130 -0.537  N3 1.018
13 H 1.514 -0.828 -0.462  C4 1.103
14 H 1.597 0.666 -1.262  C4 1.089
15 H -0.334 0.261 1.118  C5 1.078
16 H 1.251 0.962 1.199  C5 1.086
17 H -1.224 2.476 1.027  S6 1.337
18 O 0.295 -2.277 4.560  H19 0.975, H20 0.971
19 H 0.335 -3.005 5.208  O18 0.975
20 H 1.218 -2.001 4.442  O18 0.971

Atomic partial charges in e from the Löwdin method, atoms 1 to 4: -0.066 -0.487 0.026 -0.276


Unit: hartree. Relative energies: (w) 0.0132; (x) 0.0000.


(w)
Below is a cluster of 2 separate species, C4H13NOS in total, with properties calculated with ωB97M-V/def2-TZVPD.

Properties
SMILES: CSCCCN.O
Multiplicity: 1
E_HOMO (eV): -8.31
LUMO energy (eV): 0.84
Frontier orbital gap (eV): 9.14

Last columns: bonded neighbours and bond lengths (Å).
Element x y z (Å)
1 C -0.308 0.927 2.504  S2 1.827, H7 1.096, H8 1.089, H9 1.100
2 S 0.810 0.150 1.285  C1 1.827, C3 1.858
3 C -0.188 -0.039 -0.271  S2 1.858, C4 1.507, H10 1.094, H11 1.087
4 C -0.476 -1.447 -0.723  C3 1.507, C5 1.581, H12 1.096, H13 1.092
5 C -1.570 -1.428 -1.864  C4 1.581, N6 1.468, H14 1.091, H15 1.094
6 N -2.629 -2.427 -1.674  C5 1.468, H16 1.004, H17 1.006
7 H -1.209 1.525 2.329  C1 1.096
8 H 0.341 1.379 3.253  C1 1.089
9 H -0.855 0.106 2.988  C1 1.100
10 H 0.488 0.407 -1.007  C3 1.094
11 H -1.119 0.494 -0.094  C3 1.087
12 H -0.923 -2.022 0.094  C4 1.096
13 H 0.401 -2.035 -1.001  C4 1.092
14 H -2.111 -0.488 -1.750  C5 1.091
15 H -0.978 -1.443 -2.784  C5 1.094
16 H -2.281 -3.320 -1.971  N6 1.004
17 H -3.072 -2.311 -0.778  N6 1.006
18 O 5.196 3.945 0.854  H19 0.970, H20 0.953
19 H 6.025 4.034 0.359  O18 0.970
20 H 4.460 3.993 0.250  O18 0.953

Atomic partial charges in e from the Löwdin method, atoms 1 to 4: -0.440 0.777 -0.507 -0.276


(x)
Below is a cluster of 2 separate species, C4H13NOS in total, with properties calculated with ωB97M-V/def2-TZVPD.

Properties
SMILES: CNCCSC.O
Multiplicity: 1
E_HOMO (eV): -8.42
LUMO energy (eV): 0.72
Frontier orbital gap (eV): 9.14

Last columns: bonded neighbours and bond lengths (Å).
Element x y z (Å)
1 C 0.000 0.000 0.000  N2 1.509, H7 1.103, H8 1.103, H9 1.103
2 N -0.968 -1.135 0.225  C1 1.509, C3 1.491, H10 1.028
3 C -2.102 -0.871 -0.705  N2 1.491, C4 1.492, H11 1.107, H12 1.107
4 C -3.431 -0.931 -0.027  C3 1.492, S5 1.857, H13 1.107, H14 1.107
5 S -3.875 -2.519 0.826  C4 1.857, C6 1.798
6 C -4.153 -1.747 2.425  S5 1.798, H15 1.103, H16 1.103, H17 1.103
7 H -0.534 0.957 0.126  C1 1.103
8 H 0.328 -0.084 -1.050  C1 1.103
9 H 0.892 0.007 0.648  C1 1.103
10 H -1.397 -1.239 1.154  N2 1.028
11 H -1.960 0.109 -1.201  C3 1.107
12 H -1.988 -1.658 -1.475  C3 1.107
13 H -3.476 -0.083 0.684  C4 1.107
14 H -4.258 -0.806 -0.752  C4 1.107
15 H -4.787 -2.294 3.144  C6 1.103
16 H -4.502 -0.702 2.374  C6 1.103
17 H -3.115 -1.754 2.796  C6 1.103
18 O 0.499 6.129 -3.607  H19 0.984, H20 0.984
19 H 1.319 6.054 -4.146  O18 0.984
20 H 0.657 5.541 -2.834  O18 0.984

Atomic partial charges in e from the Löwdin method, atoms 1 to 4: -0.133 -0.125 -0.341 -0.485


Unit: hartree. Relative energies: (w) 0.0000; (x) 0.0021.


(w)
Below is a cluster of 2 separate species, C4H13NOS in total, with properties calculated with ωB97M-V/def2-TZVPD.

Properties
SMILES: C[C@@H](N)CCS.O
Multiplicity: 1
E_HOMO (eV): -8.92
LUMO energy (eV): 0.82
Frontier orbital gap (eV): 9.74

Last columns: bonded neighbours and bond lengths (Å).
Element x y z (Å)
1 C -2.250 0.209 1.693  C2 1.550, H7 1.087, H8 1.093, H9 1.091
2 C -1.184 -0.148 0.625  C1 1.550, N3 1.473, C4 1.536, H10 1.097
3 N -1.723 -0.958 -0.481  C2 1.473, H11 1.020, H12 1.018
4 C -0.535 1.142 0.102  C2 1.536, C5 1.526, H13 1.089, H14 1.092
5 C 0.663 0.935 -0.821  C4 1.526, S6 1.813, H15 1.085, H16 1.084
6 S 2.237 0.779 0.066  C5 1.813, H17 1.334
7 H -2.079 1.208 2.084  C1 1.087
8 H -2.280 -0.518 2.508  C1 1.093
9 H -3.239 0.184 1.234  C1 1.091
10 H -0.392 -0.720 1.124  C2 1.097
11 H -2.006 -1.864 -0.106  N3 1.020
12 H -2.624 -0.559 -0.734  N3 1.018
13 H -1.294 1.786 -0.340  C4 1.089
14 H -0.214 1.675 1.000  C4 1.092
15 H 0.580 -0.005 -1.357  C5 1.085
16 H 0.745 1.713 -1.570  C5 1.084
17 H 2.344 2.055 0.441  S6 1.334
18 O 0.752 -2.387 -1.417  H19 0.970, H20 0.962
19 H -0.081 -1.892 -1.455  O18 0.970
20 H 0.756 -2.757 -0.529  O18 0.962

Atomic partial charges in e from the Löwdin method, atoms 1 to 4: -0.058 -0.449 0.020 -0.257


(x)
Below is a cluster of 2 separate species, C4H13NOS in total, with properties calculated with ωB97M-V/def2-TZVPD.

Properties
SMILES: CSCCCN.O
Multiplicity: 1
E_HOMO (eV): -8.26
LUMO energy (eV): 0.76
Frontier orbital gap (eV): 9.01

Last columns: bonded neighbours and bond lengths (Å).
Element x y z (Å)
1 C -1.996 -0.716 -1.671  S2 1.850, H7 1.086, H8 1.089, H9 1.084
2 S -0.587 -1.874 -1.979  C1 1.850, C3 1.827
3 C 0.358 -1.483 -0.465  S2 1.827, C4 1.522, H10 1.095, H11 1.098
4 C 1.024 -0.122 -0.613  C3 1.522, C5 1.531, H12 1.107, H13 1.085
5 C 1.815 0.252 0.643  C4 1.531, N6 1.540, H14 1.090, H15 1.091
6 N 0.934 1.034 1.635  C5 1.540, H16 1.018, H17 1.014
7 H -2.094 -0.307 -0.670  C1 1.086
8 H -1.660 0.083 -2.330  C1 1.089
9 H -2.892 -1.117 -2.133  C1 1.084
10 H -0.309 -1.561 0.399  C3 1.095
11 H 1.080 -2.281 -0.248  C3 1.098
12 H 1.872 -0.251 -1.314  C4 1.107
13 H 0.337 0.668 -0.898  C4 1.085
14 H 2.622 0.972 0.499  C5 1.090
15 H 2.318 -0.570 1.152  C5 1.091
16 H 0.995 0.489 2.493  N6 1.018
17 H 1.483 1.853 1.874  N6 1.014
18 O -1.885 1.838 0.872  H19 0.966, H20 0.955
19 H -1.018 1.483 1.108  O18 0.966
20 H -2.397 1.611 1.646  O18 0.955

Atomic partial charges in e from the Löwdin method, atoms 1 to 4: -0.379 0.768 -0.536 -0.275


Unit: hartree. Relative energies: (w) 0.0000; (x) 0.0226.